This record from the Open Molecules 2025 dataset describes C12H29LiO4 as an isolated structure. The level of theory is ωB97M-V/def2-TZVPD.

The geometry in ORCA input format:
```
! wB97M-V def2-TZVPD RIJCOSX def2/J DEFGRID3
* xyz -2 1
Li 0.97399 0.26467 -0.96458
C -2.20727 0.40409 -4.99370
C -0.87598 0.65621 -5.55215
C -0.86693 2.03466 -6.08932
O 0.21603 0.41383 -4.61636
H -2.25855 -0.61418 -4.60821
H -3.04574 0.50874 -5.68225
H -2.42792 1.03549 -4.13303
H -0.77780 0.01795 -6.43027
H 0.14796 2.42700 -6.02472
H -1.47062 2.66523 -5.43660
H -1.03783 2.14143 -7.16053
C 0.80425 4.54620 0.05689
C 1.82725 4.13352 1.09879
C 1.32941 4.09874 2.57116
O 2.29584 2.82239 0.91591
H 0.54815 5.59790 0.18499
H -0.11692 4.04752 0.35832
H 1.00067 4.34007 -0.99527
H 2.63860 4.86082 1.06963
H 1.28631 5.16475 2.79445
H 1.94089 3.60049 3.32347
H 0.31315 3.70523 2.59268
C 3.91802 -4.80444 1.15720
C 2.99355 -4.14462 0.08027
C 1.53870 -4.45193 0.43597
O 3.21653 -2.76526 -0.37010
H 3.85836 -4.13623 2.01630
H 4.94303 -4.93414 0.80989
H 3.56388 -5.81279 1.37149
H 3.07817 -4.83010 -0.76296
H 1.24524 -4.13922 1.43807
H 1.56420 -5.53247 0.57696
H 0.84031 -4.03681 -0.29068
C -2.67626 0.19496 4.21394
C -2.09984 -0.81479 3.26177
C -3.15094 -1.96289 3.05675
O -1.65960 -0.29338 2.04637
H -3.58884 0.71607 3.92455
H -1.86668 0.83732 4.56044
H -3.04569 -0.34017 5.08872
H -1.25511 -1.29484 3.75579
H -4.04091 -1.69346 2.48798
H -3.54716 -2.33904 3.99994
H -2.77516 -2.84034 2.53048
H -1.29073 0.54580 2.33155
*
```

Summary:
Strongest force on any atom in eV/A: 4.1
HOMO-LUMO gap in eV: 5.2
Relative energy (zero: lowest compared OMol25 entry of this formula, charge and spin) in kcal per mole: 43.4
LUMO in eV: 4.22